Arrangement a

{"formula": "C5H3NO", "method": "ωB97M-V/def2-TZVPD", "species": ["C", "C", "C", "C", "O", "N", "C", "H", "H", "H"], "coordinates": [[2.8393, 0.9855, 0.5266], [1.6013, 0.7139, 0.5063], [0.3357, 0.3016, 0.2559], [-0.8606, 1.0060, 0.0477], [-1.8424, 0.1543, -0.2272], [-1.5024, -1.1008, -0.2894], [-0.0822, -1.0858, -0.1315], [0.3316, -1.0519, -1.1593], [-1.1332, 2.0472, 0.1002], [0.3129, -1.9701, 0.3707]], "lowdin_charge": [0.0455, -0.2124, -0.2353, 0.0014, -0.0038, 0.0755, -0.1317, 0.1686, 0.1464, 0.1458], "mol_weight_da": 93.08, "homo_lumo_gap_ev": [6.97, 8.24], "lumo_ev": [-2.44, -1.29], "charge": 0, "e_homo_ha": [-0.3457, -0.3500], "multiplicity": 1}

***

Arrangement b

{"formula": "C5H3NO", "method": "ωB97M-V/def2-TZVPD", "species": ["C", "C", "C", "N", "H", "C", "C", "O", "H", "H"], "coordinates": [[0.9507, -0.7557, -1.5164], [0.3968, 0.3080, -1.7491], [-0.1778, 1.5407, -1.9953], [-0.6622, 2.5839, -2.2225], [1.0677, -1.7232, -1.2588], [-0.0058, 0.0114, 1.7919], [-0.7945, -1.0108, 1.8091], [-1.6540, -1.8341, 1.8950], [1.0134, 0.0327, 2.2433], [-0.1342, 0.8470, 1.0028]], "lowdin_charge": [0.1740, -0.1178, -0.2412, 0.1669, 0.0162, -0.0191, -0.2780, 0.1304, 0.0790, 0.0895], "mol_weight_da": 93.08, "homo_lumo_gap_ev": 9.63, "lumo_ev": -0.03, "charge": 0, "smiles": "C#CC#N.C=C=O", "e_homo_ha": -0.3550, "multiplicity": 1}

***

Which of them is least stable? Easy: arrangement a.

***

Arrangement a

{"formula": "C5H3NO", "method": "ωB97M-V/def2-TZVPD", "species": ["C", "C", "C", "C", "O", "N", "C", "H", "H", "H"], "coordinates": [[-1.0746, -2.6053, 0.2843], [-0.7182, -1.4029, -0.0069], [-0.0241, -0.1427, 0.1266], [1.1576, 0.2018, 0.7042], [1.4372, 1.4796, 0.4334], [0.4346, 2.0246, -0.3342], [-0.4294, 1.0662, -0.5056], [-1.3249, -1.5353, -0.9474], [1.8828, -0.3225, 1.3105], [-1.3410, 1.2364, -1.0651]], "lowdin_charge": [0.1712, -0.2356, -0.2241, -0.0453, -0.0286, 0.0778, -0.0984, 0.1109, 0.1434, 0.1286], "mol_weight_da": 93.08, "homo_lumo_gap_ev": 9.90, "lumo_ev": 0.04, "charge": 0, "e_homo_ha": -0.3624, "multiplicity": 1}

***

Arrangement b

{"formula": "C5H3NO", "method": "ωB97M-V/def2-TZVPD", "species": ["N", "C", "C", "C", "O", "H", "C", "C", "H", "H"], "coordinates": [[-1.8220, -0.7991, -2.1386], [-1.2708, -0.8981, -1.1211], [-0.7202, -1.2002, 0.1475], [-0.1136, -0.5760, 1.1413], [0.3469, -0.3253, 2.1759], [-1.0530, -2.0980, 0.6595], [1.4546, 1.5343, 0.3046], [0.8711, 1.4283, -0.7428], [1.9520, 1.5953, 1.2490], [0.3549, 1.3389, -1.6753]], "lowdin_charge": [0.1425, -0.2623, -0.0908, -0.2088, 0.1867, 0.1306, 0.0093, 0.0158, 0.0417, 0.0353], "mol_weight_da": 93.08, "homo_lumo_gap_ev": 10.09, "lumo_ev": 0.18, "charge": 0, "smiles": "N#CC=C=O.C#C", "e_homo_ha": -0.3643, "multiplicity": 1}

***

Arrangement c

{"formula": "C5H3NO", "method": "ωB97M-V/def2-TZVPD", "species": ["O", "C", "C", "C", "C", "C", "N", "H", "H", "H"], "coordinates": [[-2.3014, -0.1519, 0.1809], [-1.1193, -0.1425, 0.0498], [-0.1414, -1.1524, -0.5676], [1.1225, -0.4472, -0.3381], [1.8352, 0.4850, 0.0579], [-0.2308, 1.0164, 0.5340], [0.1504, 2.0454, 1.0049], [-0.3915, -1.3118, -1.6230], [-0.2320, -2.1159, -0.0531], [1.3083, 1.7749, 0.7544]], "lowdin_charge": [0.1745, -0.3275, -0.1140, -0.2052, 0.0290, -0.0879, 0.1727, 0.1315, 0.1312, 0.0958], "mol_weight_da": 93.08, "homo_lumo_gap_ev": 8.88, "lumo_ev": -1.11, "charge": 0, "e_homo_ha": -0.3668, "multiplicity": 1}

***

Arrangement d

{"formula": "C5H3NO", "method": "ωB97M-V/def2-TZVPD", "species": ["C", "C", "C", "C", "N", "C", "O", "H", "H", "H"], "coordinates": [[2.1073, -0.2417, -0.2748], [1.4706, 0.6066, 0.0797], [0.4435, 1.4048, -0.1861], [-0.7557, 0.9408, -0.1315], [-1.7715, 0.1436, -0.0900], [-1.7187, -1.1038, 0.4650], [-2.5065, -1.9996, 0.3027], [2.8173, -0.8167, -0.3352], [0.6688, 2.3466, -0.6784], [-0.7550, -1.2806, 0.8485]], "lowdin_charge": [0.1879, -0.1598, -0.1383, 0.0343, 0.1676, -0.3635, 0.0570, -0.0303, 0.1346, 0.1106], "mol_weight_da": 93.08, "homo_lumo_gap_ev": 7.81, "lumo_ev": -1.15, "charge": 0, "smiles": "C#CC=C=NC=O", "e_homo_ha": -0.3292, "multiplicity": 1}

***

Which of them is least stable? Easy: arrangement d.

***

Arrangement a

{"formula": "C5H3NO", "method": "ωB97M-V/def2-TZVPD", "species": ["C", "C", "C", "C", "N", "O", "C", "H", "H", "H"], "coordinates": [[2.5147, -0.1343, 0.4770], [1.3113, 0.0644, 0.4972], [-0.0536, -0.0419, 0.1525], [-0.8352, -1.1712, -0.2561], [-2.0383, -0.7816, -0.5690], [-2.0678, 0.5848, -0.4056], [-0.8847, 1.0167, 0.0243], [3.2694, 0.6374, 0.0847], [-0.5752, -2.2321, -0.3208], [-0.8061, 2.0731, 0.3066]], "lowdin_charge": [0.0668, -0.0995, -0.2483, -0.0691, 0.0726, -0.0299, -0.0604, 0.0806, 0.1344, 0.1528], "mol_weight_da": 93.08, "homo_lumo_gap_ev": 10.12, "lumo_ev": 0.64, "charge": 0, "smiles": "C#Cc1cnoc1", "e_homo_ha": -0.3483, "multiplicity": 1}

***

Arrangement b

{"formula": "C5H3NO", "method": "ωB97M-V/def2-TZVPD", "species": ["C", "C", "C", "C", "O", "N", "C", "H", "H", "H"], "coordinates": [[0.0446, 0.5862, 2.7995], [-0.0813, 0.3393, 1.5394], [0.2580, 0.0369, 0.1661], [0.5797, -1.1368, -0.4271], [0.3710, -1.0468, -1.7437], [-0.1271, 0.2008, -2.0516], [-0.1950, 0.8381, -0.9188], [-1.1882, 0.4210, 1.5380], [0.9217, -2.0875, -0.0431], [-0.5835, 1.8490, -0.8587]], "lowdin_charge": [0.1873, -0.2500, -0.2382, -0.0506, -0.0282, 0.0805, -0.0968, 0.1204, 0.1437, 0.1318], "mol_weight_da": 93.08, "homo_lumo_gap_ev": 9.90, "lumo_ev": -0.27, "charge": 0, "e_homo_ha": -0.3737, "multiplicity": 1}

***

Which of them is least stable? Easy: arrangement b.

***

Arrangement a

{"formula": "C5H3NO", "method": "ωB97M-V/def2-TZVPD", "species": ["N", "C", "C", "C", "C", "O", "C", "H", "H", "H"], "coordinates": [[2.9283, -0.5425, -0.9058], [1.8875, -0.2696, -0.4824], [0.5858, 0.0147, 0.0107], [-0.4424, -0.9250, 0.2525], [-1.6006, -0.2396, 0.4921], [-1.2919, 1.1202, 0.4855], [0.0065, 1.2390, 0.2242], [-0.4471, -2.0007, 0.1457], [-2.0533, -0.6304, -0.4287], [0.4271, 2.2339, 0.2062]], "lowdin_charge": [0.1537, -0.1729, -0.2183, -0.0294, -0.1199, 0.0094, -0.0434, 0.1290, 0.1446, 0.1472], "mol_weight_da": 93.08, "homo_lumo_gap_ev": 9.78, "lumo_ev": 0.17, "charge": 0, "smiles": "N#Cc1ccoc1", "e_homo_ha": -0.3532, "multiplicity": 1}

***

Arrangement b

{"formula": "C5H3NO", "method": "ωB97M-V/def2-TZVPD", "species": ["C", "C", "C", "C", "C", "O", "N", "H", "H", "H"], "coordinates": [[-1.3135, -2.3772, 0.8269], [-0.8865, -1.3077, 0.5139], [-0.3564, -0.0081, 0.0853], [0.9503, 0.3206, -0.4361], [0.9278, 1.6521, -0.6271], [-0.2693, 2.0872, -0.3037], [-1.0676, 1.0522, 0.0712], [-1.3458, -3.4001, 1.2122], [1.6953, -0.3997, -0.4598], [1.6656, 2.3807, -0.8827]], "lowdin_charge": [0.1116, -0.0489, -0.3092, -0.0005, -0.1138, -0.0164, 0.1123, 0.0495, 0.0879, 0.1276], "mol_weight_da": 93.08, "homo_lumo_gap_ev": 11.13, "lumo_ev": 0.94, "charge": 0, "smiles": "C#Cc1ccon1", "e_homo_ha": -0.3746, "multiplicity": 1}

***

Which of them is least stable? Easy: arrangement b.

***

Arrangement a

{"formula": "C3H8BrN2", "method": "ωB97M-V/def2-TZVPD", "species": ["C", "N", "C", "Br", "N", "C", "H", "H", "H", "H", "H", "H", "H", "H"], "coordinates": [[-0.2644, -1.3167, -1.4965], [0.8892, -0.5393, -1.0794], [0.8143, 0.1567, 0.0085], [2.3703, 1.2245, 0.3171], [-0.2811, 0.2357, 0.7219], [-0.5632, 1.1426, 1.8695], [-0.4361, -2.0496, -0.7433], [-1.1952, -0.6704, -1.5207], [-0.0252, -1.5236, -2.5884], [1.6580, -0.5784, -1.7885], [-1.0569, -0.0393, 0.1002], [-1.5194, 1.6862, 1.5478], [0.3787, 1.6691, 1.8766], [-0.7691, 0.6024, 2.7752]], "lowdin_charge": [-0.0302, -0.0500, -0.7254, 0.9070, -0.0082, -0.0003, 0.0981, 0.1117, 0.1389, 0.1776, 0.1305, 0.1353, 0.0252, 0.0899], "mol_weight_da": 152.02, "homo_lumo_gap_ev": 11.52, "lumo_ev": -3.65, "charge": 1, "smiles": "CN/C(Br)=[NH+]/C", "e_homo_ha": -0.5574, "multiplicity": 1}

***

Arrangement b

{"formula": "C3H8BrN2", "method": "ωB97M-V/def2-TZVPD", "species": ["C", "C", "C", "N", "N", "Br", "H", "H", "H", "H", "H", "H", "H", "H"], "coordinates": [[1.1021, -0.0876, -0.2825], [-0.2744, -0.6737, 0.1741], [-0.9099, 0.7515, -0.0692], [-0.5777, -1.2759, 1.5000], [0.6479, 1.0213, -1.1080], [-2.5137, 0.9720, -0.9110], [1.6293, 0.2164, 0.7043], [1.7812, -0.7676, -0.9666], [-0.5743, -1.3023, -0.5719], [-0.7963, 1.5147, 0.7441], [-0.6225, -2.2946, 1.4977], [-0.3062, -0.9525, 2.4138], [0.9388, 1.9544, -0.9522], [0.4756, 0.9239, -2.1725]], "lowdin_charge": [-0.1592, -0.3622, -0.5704, 0.0790, 0.0764, 0.8879, 0.1646, 0.1673, 0.1017, 0.1093, 0.0931, 0.0850, 0.1251, 0.2025], "mol_weight_da": 152.02, "homo_lumo_gap_ev": 9.48, "lumo_ev": -4.25, "charge": 1, "e_homo_ha": -0.5046, "multiplicity": 1}

***

Which of them is least stable? Easy: arrangement b.

***

Arrangement a

{"formula": "C4H6FNS", "method": "ωB97M-V/def2-TZVPD", "species": ["C", "N", "C", "S", "C", "C", "F", "H", "H", "H", "H", "H", "H"], "coordinates": [[1.2507, -1.4976, 0.8441], [0.2141, -0.6885, 0.1984], [-1.0191, -1.2722, -0.0559], [-2.2607, -0.5258, -0.7772], [0.4459, 0.7097, 0.0063], [1.5945, 1.2801, 0.3244], [1.7302, 2.5771, 0.0667], [2.1972, -1.5430, 0.2952], [0.8823, -2.5098, 1.0156], [1.3973, -1.0928, 1.8292], [-1.1292, -2.2818, 0.2602], [-0.3490, 1.3274, -0.4305], [2.4707, 0.8196, 0.7635]], "lowdin_charge": [-0.0537, -0.2107, -0.6825, 0.6356, -0.0777, -0.1554, 0.0231, 0.0973, 0.0869, 0.0858, 0.0458, 0.0955, 0.1101], "mol_weight_da": 119.16, "homo_lumo_gap_ev": 8.90, "lumo_ev": 0.37, "charge": 0, "smiles": "CN(C=S)/C=C/F", "e_homo_ha": -0.3134, "multiplicity": 1}

***

Arrangement b

{"formula": "C4H6FNS", "method": "ωB97M-V/def2-TZVPD", "species": ["C", "C", "F", "C", "N", "C", "S", "H", "H", "H", "H", "H", "H"], "coordinates": [[-0.8032, -1.1857, 1.7985], [-0.2465, -0.7970, 0.4864], [0.1856, -1.7261, -0.3650], [-0.0922, 0.4387, 0.0592], [0.4369, 0.4915, -1.1382], [0.8692, 1.5191, -1.9073], [0.8433, 3.1352, -1.4545], [-1.3549, -2.3756, 1.9109], [-1.3016, -0.2071, 2.0508], [0.3229, -1.5269, 2.3321], [-0.5777, 1.3427, 0.6016], [0.3346, -0.3946, -1.5396], [1.3837, 1.2859, -2.8348]], "lowdin_charge": [-0.0542, -0.4264, 0.0572, -0.1364, -0.0609, -0.6470, 0.5353, 0.1639, 0.0824, 0.1518, 0.1606, 0.1175, 0.0562], "mol_weight_da": 119.16, "homo_lumo_gap_ev": 8.48, "lumo_ev": 0.32, "charge": 0, "smiles": "C/C(F)=C/NC=S", "e_homo_ha": -0.3000, "multiplicity": 1}

***

Which of them is least stable? Easy: arrangement b.